[1]
Formula: C58H45F5IKN4O2PSi
Source: the Open Molecules 2025 dataset
Level of theory: ωB97M-V with the def2-TZVPD basis set

The value obtained for the frontier orbital gap is 6.66 eV. The LUMO energy is 1.82 eV. As for the HOMO energy: -0.178 Ha. The total energy comes out at -126112.48701 eV. The energy above the lowest of the compared OMol25 structures with the same formula, charge and spin comes out at 10.3 kJ/mol.

```
! wB97M-V def2-TZVPD RIJCOSX def2/J DEFGRID3
* xyz -1 1
I 2.98613 3.28287 0.59997
K -0.52563 0.09095 -0.82897
P 2.44657 0.65222 -1.61161
Si -0.93833 -1.28268 2.72254
F -5.32532 -2.29601 -2.39243
F -0.26397 -3.82261 -3.66490
F -4.89063 -4.74902 -3.54139
F -3.28628 -0.63916 -1.85788
F -2.33238 -5.46124 -4.18576
O -0.27599 -0.63903 1.37172
O -0.69924 -1.36930 -2.44859
N 3.28025 0.26532 3.71486
N 4.10551 0.83827 5.96817
N 0.54761 0.64283 1.32427
N 1.57254 0.56727 2.07561
C -1.28283 1.17440 4.06982
C -5.42593 -2.13386 1.69634
C -3.08538 -2.33136 1.20372
C 4.05077 1.41445 -2.21439
C -0.12164 -2.92614 3.12918
C 6.10604 2.40175 -3.85414
C -3.01620 -1.84379 -2.43020
C -4.40531 -2.60717 0.88288
C 1.12155 -5.31510 3.89461
C -0.77703 -0.12174 4.18888
C 1.24667 0.85771 -4.01869
C -3.79533 -1.12305 3.14711
C 2.43058 -1.96853 -0.61078
C 2.24154 -1.30837 -3.78128
C -0.03087 0.42387 6.42418
C -3.51386 2.50956 -1.64043
C -5.57868 1.02228 -0.18599
C -4.42122 1.63912 0.59367
C 1.15933 -0.69205 -5.84327
C -2.50884 3.12336 -2.38062
C -2.55971 -4.27198 -3.60744
C -1.18387 3.34577 -0.41195
C -3.86184 -3.91480 -3.29154
C -4.07521 -2.68135 -2.70264
C 4.35936 2.81388 -2.16774
C -4.97225 2.64695 1.61252
C 5.33110 3.30668 -3.09971
C -1.16890 2.08353 5.10921
C -0.26318 -5.23741 3.84258
C 0.85872 0.55366 -5.31276
C 3.65510 0.58838 4.92819
C -1.33309 3.55504 -1.78147
C -2.75612 -1.58801 2.34132
C 1.96163 -0.05716 -3.24512
C 1.88748 -4.20727 3.55755
C 5.91692 1.05729 -3.73707
C 5.53648 4.69655 -3.26055
C -3.36874 2.30055 -0.27529
C -1.50874 -3.42377 -3.33737
C 1.83894 -1.62139 -5.06998
C 4.19589 -0.55115 0.20365
C -0.14862 -0.48219 5.38015
C -0.54451 1.70556 6.29039
C -1.65927 -2.15129 -2.71788
C 3.10445 -0.74696 -0.64437
C 4.85966 0.58089 -2.95201
C 4.62905 -1.56785 1.03918
C 2.17691 0.51185 3.13030
C 4.86263 5.59546 -2.49326
C -0.87638 -4.05108 3.46607
C 3.82150 3.79222 -1.26865
C 1.26991 -3.02681 3.17351
C 4.04092 5.13061 -1.45323
C 3.98868 -2.79880 1.02367
C 2.88808 -2.99483 0.20257
C -5.12006 -1.38747 2.82574
C -2.18143 2.72853 0.32142
C -0.24874 4.25168 -2.56156
H -0.86588 -6.10207 4.09341
H 6.53254 0.36008 -4.29099
H 6.86199 2.80350 -4.51904
H -5.49326 3.45215 1.08896
H -0.31707 5.33398 -2.42568
H 2.96886 -4.26284 3.59463
H -1.95888 -3.99315 3.42771
H -4.64077 -3.19668 0.00552
H 5.00854 6.65984 -2.62388
H -5.67836 2.15963 2.28858
H -4.17550 3.08931 2.21149
H -0.45468 2.41244 7.10590
H -0.32850 4.04327 -3.62906
H 4.33896 -3.59966 1.66332
H 3.61933 5.83882 -0.75253
H -4.41102 2.18125 -2.14987
H 6.25169 5.02516 -4.00550
H -3.92048 0.83603 1.14490
H 0.73834 3.94005 -2.21338
H 4.64616 -0.47901 -2.96240
H -1.76268 1.46790 3.14252
H -2.65017 3.27537 -3.44533
H 1.54702 -2.11894 -1.22484
H 2.04564 -2.60647 -5.46958
H -6.45797 -2.35112 1.44936
H 4.70539 0.40409 0.21474
H -2.28891 -2.70295 0.56420
H 1.87952 -2.17033 2.90218
H 0.31069 1.28037 -5.90010
H -3.56886 -0.54453 4.03650
H -5.22548 0.34199 -0.96124
H -1.56078 3.08830 5.00332
H 2.75484 -2.05982 -3.19463
H -5.91752 -1.01214 3.45658
H -6.21025 0.45414 0.49793
H 0.26554 -1.47931 5.48353
H 2.37497 -3.94861 0.20472
H -6.19320 1.79863 -0.65029
H 5.46061 -1.39336 1.70973
H 1.60359 -6.23801 4.19312
H 0.85860 -0.93973 -6.85369
H 0.47219 0.13615 7.33870
H -2.02746 2.57394 1.38240
H -0.27363 3.66100 0.08380
H 0.98939 1.82182 -3.58837
*
```


[2]
Formula: C58H47CdN5O3P2
Source: the Open Molecules 2025 dataset
Level of theory: ωB97M-V with the def2-TZVPD basis set

The value obtained for the frontier orbital gap is 6.25 eV. The LUMO energy is -0.24 eV. As for the HOMO energy: -0.238 Ha. The total energy comes out at -97646.56139 eV. The energy above the lowest of the compared OMol25 structures with the same formula, charge and spin comes out at 39.8 kJ/mol.

```
! wB97M-V def2-TZVPD RIJCOSX def2/J DEFGRID3
* xyz 0 1
Cd 0.04974 0.05531 -0.36116
P 1.60861 -1.38168 1.52480
P 0.71231 2.65166 0.71132
O 0.30826 -1.82542 -1.56531
O -12.32909 -2.36480 4.33656
O -0.43598 0.73270 -2.38791
N -1.53047 0.27731 1.80043
N -6.10610 -0.58200 3.42630
N -6.73191 -1.45326 1.48307
N 2.07724 0.58124 -0.54557
N -2.37184 -0.66308 -0.58747
C 0.76682 -0.89038 -3.70942
C -2.75699 -1.13220 -1.75255
C 0.13346 0.38485 -3.47170
C 1.45134 2.88686 -0.98622
C 1.96358 5.09190 1.32977
C -3.18829 3.49407 0.19747
C 0.84792 -1.89390 -2.68304
C 4.03915 -1.22043 5.44353
C -8.44473 -1.44264 3.20880
C -9.36603 -2.02131 2.32643
C -10.13519 -1.47481 4.93488
C -3.24733 -0.64625 0.42743
C 1.62549 -3.16757 -2.98169
C -0.25269 -5.58402 1.88474
C 4.31349 0.55616 -0.55897
C -7.11752 -1.16395 2.70718
C -11.04461 -2.04515 4.04857
C -3.48995 4.37070 1.23003
C -12.82799 -2.08343 5.62133
C -1.16928 4.45204 1.84489
C -4.03684 -1.64126 -1.99898
C 2.08005 -1.87524 4.22747
C -5.43955 -1.05674 1.38766
C 0.12343 1.31023 -4.56389
C -8.85095 -1.17731 4.51409
C -1.90410 0.91779 4.07105
C 3.88011 1.84129 -0.95071
C -2.80594 -0.11336 1.69996
C 1.28267 -0.21551 -5.99696
C 1.66660 -4.16174 2.13450
C -5.01789 -0.50512 2.59980
C 3.71572 5.32543 2.94902
C 2.75362 3.16826 2.53287
C 3.17402 -0.18550 -0.31402
C 2.87324 5.88638 2.00017
C 0.93174 -3.07926 1.65913
C -1.09599 0.76053 2.94145
C 2.49965 1.81418 -0.93691
C 0.67081 1.02622 -5.77816
C 4.52626 -0.59452 4.30736
C 3.66444 3.96546 3.20543
C -0.98400 -4.51552 1.39095
C -0.85701 3.57276 0.81112
C -3.21788 0.51902 3.99955
C 2.59206 -1.30538 3.06378
C -4.56568 -1.13158 0.26727
C 3.80768 -0.62935 3.12432
C 2.95256 -1.55939 0.23835
C 1.33367 -1.12847 -4.98146
C 1.88672 3.73032 1.60475
C -0.39461 -3.26800 1.28211
C -3.70149 -0.02435 2.80088
C -10.63921 -2.31961 2.73814
C 1.07262 -5.40563 2.25460
C -1.88283 3.09177 -0.00389
C 2.80362 -1.84658 5.40390
C -2.47984 4.84711 2.04915
C -4.95099 -1.64825 -0.97468
H 5.33504 0.23054 -0.46013
H -3.87420 0.61395 4.85342
H 2.53964 -2.22688 -0.52225
H -4.29746 -2.01407 -2.97641
H -0.36859 2.25690 -4.38746
H -12.29370 -2.65018 6.39007
H -1.49886 1.34291 4.97685
H -10.41242 -1.25725 5.95451
H -0.95578 -2.42114 0.90620
H -8.17029 -0.73103 5.22525
H -3.97333 3.11057 -0.44038
H 4.61629 -1.21337 6.35731
H 2.69796 -4.02356 2.43060
H 1.87497 3.88240 -1.12543
H -0.05025 1.03831 2.97297
H -13.87191 -2.39263 5.60741
H -4.51436 4.66659 1.40589
H -0.38922 4.81619 2.50009
H -11.36105 -2.76590 2.07285
H 2.70935 2.10338 2.71799
H 2.92874 6.94549 1.78700
H -6.16639 -0.27333 4.38130
H 1.20562 -3.67657 -3.84495
H 4.19101 -0.13807 2.24060
H 2.40871 -2.32005 6.29229
H 4.41362 5.95141 3.48835
H 0.64070 1.75285 -6.58008
H 1.71108 -0.44611 -6.96157
H -2.02335 -1.09758 -2.54327
H 2.66897 -2.94194 -3.18689
H 0.69540 2.68180 -1.74586
H 1.11625 -2.36382 4.19823
H -2.71493 5.52025 2.86262
H 5.47745 -0.08227 4.34044
H 1.30171 5.53041 0.59517
H -9.04557 -2.21996 1.31696
H 1.56193 -3.82676 -2.11765
H 4.50514 2.67635 -1.21794
H -1.64291 2.37083 -0.77842
H -0.72193 -6.55205 1.99234
H -2.01556 -4.64911 1.09180
H -5.95529 -2.02652 -1.08734
H 1.81790 -2.07335 -5.17035
H 4.33143 3.52372 3.93326
H 3.86407 -1.99155 0.65905
H -12.76949 -1.01380 5.84596
H 1.64147 -6.23841 2.64646
*
```